90
Properties=species:S:1:pos:R:3:forces:R:3:mulliken_charge:R:1 method="wB97M-V/def2-TZVPD" multiplicity=1 e_homo_ha=-0.169 gap_ev=6.27 e_tot_ev=-92682.35855 total_charge=-1
C -6.561 2.527 -1.753 0.11 0.28 0.20 -1.32
C -5.772 3.442 -0.854 -0.09 -1.00 0.03 -1.25
C -4.383 2.986 -0.491 0.39 0.65 -1.02 -0.09
C -3.785 4.038 0.393 -0.78 -0.04 0.53 -2.12
C -3.450 2.629 -1.667 0.93 0.20 1.60 1.05
B -3.528 1.102 -2.093 -1.00 1.30 -0.94 0.48
N -4.237 0.574 -3.215 -0.27 -0.21 0.40 -0.60
O -2.855 0.271 -1.287 0.79 -1.15 0.32 -0.28
O -2.127 2.655 -1.058 0.12 0.09 -0.48 -0.84
B -1.165 2.932 -2.156 0.80 -0.23 0.71 1.29
C -0.055 1.664 -2.315 -0.70 0.30 1.06 -0.15
C 1.008 2.026 -3.210 0.66 -0.21 1.95 -0.17
O 0.834 2.203 -4.334 -0.42 0.51 -5.03 -0.52
O 2.350 2.231 -2.779 -0.19 -0.15 0.75 -0.32
C 2.406 2.908 -1.592 -1.06 0.92 -2.82 0.92
C 1.952 4.289 -1.620 -0.23 0.58 -0.47 -1.45
O 2.782 2.418 -0.616 1.87 -2.34 3.93 -0.50
O -2.053 3.114 -3.338 0.88 -0.37 -0.91 -0.90
C -3.184 3.631 -2.798 0.15 0.49 0.28 1.00
O -2.787 4.912 -2.289 0.01 0.28 0.42 -0.71
C -4.247 3.935 -3.816 0.27 -0.23 0.33 -1.45
C -4.454 2.898 -4.820 2.28 0.09 0.60 -0.29
O -5.504 2.575 -5.233 -3.46 -0.87 -1.41 -0.52
H -7.600 2.612 -1.538 -0.99 0.01 0.10 0.48
H -6.276 1.509 -1.613 0.15 -0.85 0.24 0.20
H -6.435 2.759 -2.779 0.11 0.11 -1.14 0.28
H -6.316 3.502 0.059 -0.46 0.18 1.00 0.60
H -5.748 4.441 -1.219 0.05 1.03 -0.58 0.49
H -4.450 2.116 0.120 -0.24 -1.06 0.42 0.70
H -4.537 4.270 1.122 -0.57 0.26 0.74 0.63
H -3.594 4.938 -0.133 0.57 0.74 -0.42 0.35
H -2.945 3.682 0.927 1.07 -0.14 0.24 0.27
H -5.117 1.013 -3.410 -0.09 0.21 -0.45 0.08
H -4.400 -0.415 -3.147 -0.01 -0.42 -0.27 0.21
H -2.793 -0.582 -1.720 0.03 -0.47 0.22 0.12
H -0.463 3.903 -1.889 -0.55 -0.01 -0.13 -0.41
H 0.249 1.390 -1.328 0.35 -0.07 0.78 0.30
H -0.554 0.820 -2.731 -0.50 -0.69 -0.53 0.35
H 2.784 4.945 -1.530 0.84 0.61 0.05 0.40
H 1.320 4.399 -0.781 -0.63 0.38 0.95 0.32
H 1.377 4.511 -2.482 -0.33 0.37 -0.84 0.43
H -3.539 5.492 -2.301 -0.54 0.42 0.08 0.37
H -5.148 4.225 -3.330 -0.91 0.11 0.26 0.36
H -3.902 4.791 -4.350 0.52 0.78 -0.61 0.65
H -3.554 2.408 -5.166 0.72 -0.16 -0.26 0.49
O -3.853 -2.768 3.543 -0.16 -0.20 -0.16 -0.67
S -3.770 -1.349 3.712 0.32 0.03 0.47 1.20
O -4.587 -0.483 2.933 -0.40 0.10 -0.31 -0.56
O -2.266 -0.908 3.614 0.33 0.03 -0.08 -0.25
C -1.503 -1.318 2.440 0.19 -0.22 -0.44 -0.61
C -1.779 -0.467 1.232 -0.33 0.13 0.27 -0.69
C -3.987 -0.954 5.414 -0.03 -0.01 0.11 -0.97
H -1.685 -2.375 2.242 -0.17 -0.02 0.16 0.39
H -0.468 -1.220 2.728 0.23 0.07 0.39 0.28
H -2.790 -0.604 0.864 -0.04 -0.03 0.00 0.30
H -1.089 -0.715 0.428 0.07 0.00 0.02 0.39
H -1.667 0.588 1.475 0.08 0.07 -0.13 0.19
H -3.332 -1.584 6.007 0.02 -0.01 0.00 0.32
H -5.028 -1.148 5.660 -0.04 -0.01 -0.04 0.37
H -3.755 0.097 5.558 0.00 0.04 -0.02 0.31
O 7.383 -1.919 -1.385 0.36 0.09 -0.16 -0.66
S 6.009 -2.318 -1.431 -0.19 0.00 0.24 1.22
O 5.315 -2.340 -2.675 0.05 -0.28 -0.46 -0.61
O 5.183 -1.418 -0.431 0.00 -0.03 0.02 -0.21
C 5.434 0.012 -0.549 0.22 0.98 0.10 -0.53
C 4.839 0.688 -1.776 0.38 -0.97 -0.25 -0.83
C 5.871 -3.887 -0.643 -0.24 0.05 0.15 -0.91
H 6.514 0.166 -0.533 0.00 -0.13 0.08 0.36
H 5.028 0.447 0.361 -0.17 -0.20 0.04 0.27
H 5.339 0.313 -2.671 0.00 0.07 -0.05 0.45
H 4.982 1.763 -1.728 0.04 0.01 0.19 0.31
H 3.784 0.482 -1.877 -0.15 0.04 0.07 0.22
H 6.377 -3.864 0.316 0.00 0.05 0.03 0.24
H 6.345 -4.614 -1.297 0.03 0.07 -0.09 0.39
H 4.819 -4.127 -0.521 -0.06 -0.01 0.02 0.32
O 4.351 -4.500 3.322 -0.62 0.20 -0.39 -0.64
S 5.564 -5.148 3.675 0.58 0.06 0.57 1.28
O 6.405 -5.708 2.667 0.09 -0.07 -0.40 -0.61
O 5.262 -6.251 4.769 -0.15 -0.24 0.17 -0.30
C 4.216 -7.211 4.476 -0.25 -0.36 -0.11 -0.35
C 4.679 -8.297 3.525 0.18 0.16 -0.12 -0.98
C 6.522 -4.084 4.692 0.06 0.03 0.08 -0.96
H 3.336 -6.694 4.093 0.09 0.16 -0.03 0.33
H 3.946 -7.643 5.436 0.14 0.13 0.14 0.27
H 4.869 -7.897 2.531 -0.02 0.01 -0.02 0.29
H 3.914 -9.068 3.443 -0.05 -0.01 0.06 0.38
H 5.605 -8.748 3.879 -0.03 -0.05 0.06 0.26
H 5.890 -3.699 5.487 -0.03 0.01 0.01 0.32
H 6.877 -3.273 4.061 -0.02 0.00 -0.06 0.37
H 7.360 -4.645 5.094 0.03 -0.02 -0.01 0.32

=====

87
Properties=species:S:1:pos:R:3:forces:R:3:mulliken_charge:R:1 method="wB97M-V/def2-TZVPD" multiplicity=1 e_homo_ha=-0.282 gap_ev=8.10 e_tot_ev=-117129.42770 total_charge=0
C 2.621 1.804 -1.216 0.03 0.19 0.13 -0.96
O 1.284 1.785 -1.663 0.03 -0.21 -0.24 -0.12
C 0.863 2.872 -2.459 -0.03 0.14 0.09 -0.33
C -0.335 2.416 -3.282 0.09 -0.03 -0.11 -0.67
C -1.194 1.359 -2.577 0.21 -0.04 -0.03 -1.02
P -1.842 1.725 -0.903 -0.32 0.67 -0.40 0.28
C -3.527 1.172 -0.513 0.05 -0.51 0.08 -1.19
I -0.797 -0.556 0.127 0.12 -0.29 0.18 -0.27
P -2.748 3.797 -1.416 -0.08 0.11 0.05 0.90
O -3.806 4.149 -0.440 0.12 -0.04 -0.02 -0.77
O -3.285 3.814 -2.946 -0.24 -0.19 0.18 -0.52
O -1.578 4.879 -1.549 -0.23 -0.29 0.21 -0.59
H 2.643 1.893 -0.126 0.02 -0.02 -0.02 0.26
H 3.113 0.874 -1.507 -0.03 0.00 0.04 0.30
H 3.174 2.646 -1.644 0.00 -0.03 0.00 0.39
H 1.667 3.214 -3.122 -0.01 -0.08 -0.03 0.56
H 0.595 3.721 -1.826 0.00 0.02 0.08 0.13
H 0.030 1.927 -4.189 -0.03 -0.02 0.00 0.40
H -0.910 3.280 -3.611 -0.05 0.02 0.09 0.26
H -0.603 0.456 -2.472 -0.07 -0.05 0.04 0.64
H -2.077 1.120 -3.176 -0.06 0.09 0.04 0.48
H -1.055 2.321 0.078 0.07 -0.03 0.04 0.07
H -3.950 1.824 0.247 -0.01 0.09 -0.09 0.34
H -4.110 1.235 -1.434 -0.04 0.16 0.04 0.39
H -3.506 0.142 -0.173 -0.01 0.01 0.01 0.49
H -4.240 3.638 -2.916 0.23 0.19 -0.12 0.37
H -1.108 4.899 -0.686 0.44 0.22 -0.32 0.26
C -0.044 -5.526 -1.515 0.08 0.11 0.04 -0.43
C -0.315 -6.461 -0.331 0.07 0.05 0.10 -0.42
C 0.635 -6.046 0.800 -0.09 -0.13 -0.07 -0.73
S 0.959 -4.286 0.567 -0.11 -0.05 -0.01 1.16
O 2.358 -4.113 0.261 0.04 0.03 0.03 -0.68
O 0.350 -3.542 1.639 0.11 0.01 0.09 -0.61
C 0.008 -4.113 -0.938 -0.05 -0.16 -0.13 -0.64
H -0.811 -5.610 -2.280 0.04 -0.03 0.00 0.11
H 0.915 -5.774 -1.974 0.00 0.00 -0.01 0.25
H -1.350 -6.345 -0.002 -0.01 0.02 -0.02 0.17
H -0.174 -7.506 -0.596 -0.03 0.01 -0.05 0.36
H 0.211 -6.177 1.792 0.05 0.03 0.03 0.37
H 1.596 -6.553 0.736 0.03 0.05 -0.02 0.34
H 0.493 -3.381 -1.578 0.03 0.05 0.08 0.38
H -0.980 -3.754 -0.652 0.02 0.04 0.02 0.34
C 0.815 6.750 3.101 -0.10 -0.01 -0.03 -0.66
C -0.691 6.686 3.400 0.03 -0.03 -0.02 -0.69
C -1.327 5.762 2.353 0.01 0.12 0.10 -0.82
S -0.032 4.602 1.888 -0.10 -0.04 0.21 1.45
O 0.293 4.803 0.484 -0.17 0.03 -0.04 -0.76
O -0.358 3.272 2.331 -0.01 -0.06 -0.08 -0.75
C 1.264 5.309 2.881 0.12 0.15 -0.01 -0.61
H 1.375 7.214 3.911 0.01 0.00 0.00 0.37
H 0.993 7.333 2.195 0.03 0.00 0.00 0.30
H -0.849 6.274 4.398 0.01 -0.01 0.00 0.28
H -1.151 7.672 3.374 -0.01 0.00 0.01 0.37
H -2.170 5.187 2.728 -0.01 -0.04 -0.06 0.45
H -1.623 6.299 1.453 0.03 -0.03 -0.03 0.41
H 2.212 5.213 2.357 -0.01 -0.06 0.00 0.34
H 1.289 4.742 3.811 -0.02 -0.01 0.00 0.30
C -4.741 -9.330 -2.968 0.01 0.04 0.02 -0.56
C -5.446 -7.978 -2.783 0.04 0.00 -0.01 -0.64
C -4.355 -6.910 -2.648 -0.14 -0.01 0.02 -0.59
S -2.936 -7.529 -3.571 -0.04 0.00 -0.01 1.11
O -1.854 -7.766 -2.646 -0.07 -0.12 -0.04 -0.57
O -2.710 -6.722 -4.740 0.03 0.02 -0.02 -0.70
C -3.665 -9.101 -4.023 -0.08 -0.08 0.01 -0.76
H -5.436 -10.110 -3.275 -0.01 0.00 0.01 0.35
H -4.279 -9.642 -2.029 0.01 -0.01 0.00 0.29
H -6.065 -7.766 -3.657 0.01 0.00 -0.01 0.29
H -6.098 -7.978 -1.911 -0.01 0.00 0.00 0.35
H -4.634 -5.948 -3.071 0.04 0.02 0.00 0.41
H -4.029 -6.781 -1.618 0.05 -0.02 -0.01 0.28
H -2.878 -9.852 -4.037 0.04 0.04 0.00 0.40
H -4.090 -8.983 -5.019 0.01 0.01 0.00 0.35
C 4.916 2.684 4.569 0.00 0.02 -0.05 -0.48
C 6.007 2.239 3.585 -0.01 0.03 0.00 -0.66
C 6.153 3.346 2.535 0.04 -0.13 0.01 -0.54
S 5.685 4.878 3.358 0.04 -0.12 0.00 1.07
O 4.484 5.385 2.735 -0.05 0.06 0.00 -0.58
O 6.827 5.737 3.516 -0.01 0.06 0.00 -0.70
C 5.239 4.132 4.925 -0.03 -0.10 0.05 -0.71
H 4.891 2.055 5.458 0.00 -0.01 0.00 0.36
H 3.936 2.627 4.091 -0.01 0.00 0.01 0.21
H 6.950 2.108 4.118 0.00 0.02 0.01 0.30
H 5.761 1.289 3.114 0.00 0.00 0.00 0.35
H 7.168 3.464 2.165 -0.01 0.04 -0.02 0.35
H 5.467 3.215 1.700 -0.03 0.05 0.02 0.27
H 4.407 4.690 5.347 0.02 0.05 -0.03 0.39
H 6.110 4.208 5.576 0.01 0.01 -0.01 0.34

=====

87
Properties=species:S:1:pos:R:3:forces:R:3:mulliken_charge:R:1 method="wB97M-V/def2-TZVPD" multiplicity=1 e_homo_ha=-0.334 gap_ev=9.21 e_tot_ev=-58653.06976 total_charge=0
C -0.953 21.896 7.343 -0.99 0.62 -0.07 -0.52
O -2.004 21.483 6.371 1.13 -0.69 -1.82 -0.23
C -1.709 21.091 5.030 1.83 0.95 1.62 0.76
O -0.623 21.108 4.478 -1.20 0.00 1.20 -0.59
O -2.835 20.727 4.457 -0.82 -0.60 0.21 -0.31
C -2.775 20.030 3.192 -0.61 0.42 -0.30 -0.68
H 0.095 21.704 7.110 -0.46 -0.38 -0.39 0.41
H -1.248 21.534 8.328 0.14 -1.03 -0.39 0.01
H -1.106 22.947 7.588 0.18 0.31 -0.90 0.32
H -2.526 18.972 3.273 0.64 0.23 0.41 0.28
H -2.171 20.589 2.477 0.24 -0.29 0.19 0.32
H -3.799 20.015 2.818 -0.05 0.33 0.18 0.26
C 1.296 16.939 7.579 1.36 -0.32 -1.73 -0.68
O 1.869 16.286 8.713 1.16 -0.40 2.68 -0.25
C 1.575 15.057 9.200 -1.45 1.06 0.76 0.74
O 0.697 14.408 8.712 0.42 -1.21 0.16 -0.55
O 2.147 14.835 10.484 0.16 2.23 -3.52 -0.22
C 2.336 13.591 11.104 -0.79 -0.62 0.98 -0.62
H 2.164 17.010 6.923 -0.07 -0.49 -0.61 0.37
H 1.154 18.015 7.680 -0.83 -0.21 1.27 0.14
H 0.505 16.417 7.040 -0.14 -0.04 0.56 0.39
H 1.841 12.725 10.666 -0.16 0.32 -0.41 0.35
H 1.875 13.799 12.069 0.10 -0.67 0.24 0.14
H 3.382 13.342 11.284 0.13 0.36 -0.40 0.28
C -4.321 24.837 8.344 -0.53 -2.33 -0.48 -0.64
O -4.153 24.705 9.733 0.35 1.19 1.20 -0.36
C -3.183 23.980 10.253 2.30 0.28 -1.68 0.82
O -2.226 23.475 9.624 -2.74 0.82 2.01 -0.54
O -3.370 24.078 11.568 0.08 -1.10 0.29 -0.32
C -2.580 23.217 12.380 1.35 0.64 0.48 -0.46
H -4.622 23.803 8.174 -0.56 0.12 -1.40 0.32
H -3.437 24.957 7.718 0.16 0.69 0.50 0.27
H -5.158 25.518 8.192 0.45 0.04 -0.11 0.24
H -2.851 22.161 12.346 -0.23 0.21 -0.19 0.16
H -2.587 23.600 13.400 -0.75 -0.09 -0.04 0.32
H -1.530 23.364 12.123 0.07 -0.44 -0.45 0.20
C 2.271 22.800 10.496 0.03 -0.57 -0.09 -1.08
C 2.215 21.346 10.020 -0.46 0.93 -0.58 0.60
O 1.308 21.014 9.262 1.13 -0.40 0.42 -0.43
N 3.219 20.561 10.502 -0.17 -1.04 0.13 -0.19
C 3.431 19.153 10.134 0.53 0.72 -0.11 -0.84
H 1.525 22.774 11.291 -0.07 0.82 0.05 0.24
H 2.008 23.455 9.664 -0.52 -0.18 0.18 0.31
H 3.233 23.173 10.847 0.01 -0.46 0.29 0.34
H 3.485 20.728 11.462 0.26 0.61 -0.26 0.25
H 4.503 19.040 9.973 0.08 -0.10 -0.04 0.35
H 2.957 18.936 9.176 -0.35 -0.15 0.45 0.18
H 3.186 18.496 10.968 -0.48 -0.24 -0.35 0.29
C -5.975 18.112 12.777 1.14 -0.89 -0.06 -0.68
C -7.252 18.881 12.767 0.10 2.08 -0.79 0.66
O -7.279 20.084 13.078 -0.57 -1.96 -0.46 -0.65
N -8.310 18.153 12.259 1.69 1.41 1.04 -0.20
C -9.589 18.703 11.929 -1.16 -0.61 -0.39 -0.87
H -6.021 17.239 12.125 -0.46 -0.75 0.82 0.30
H -5.667 17.966 13.812 -0.18 -0.70 0.01 0.24
H -5.057 18.490 12.327 -0.44 1.44 -0.08 0.03
H -8.190 17.151 12.283 -0.23 0.25 -0.29 0.24
H -9.765 19.772 11.809 1.28 0.12 0.33 0.32
H -10.320 18.410 12.682 -0.32 -0.27 -0.27 0.29
H -9.783 18.292 10.939 -0.79 -0.14 0.11 0.32
O 0.781 17.643 15.349 -0.26 -0.48 0.03 -0.63
C 0.339 16.959 14.444 0.26 1.89 0.22 0.44
N -0.732 17.450 13.675 0.33 -1.65 -0.47 -0.25
C 1.044 15.672 13.986 0.00 1.31 -0.11 -0.50
H -1.104 16.864 12.941 0.17 -0.17 0.09 0.18
H -1.393 18.178 13.909 0.68 0.01 0.84 0.16
H 1.180 15.797 12.912 -1.01 -1.04 -0.42 -0.19
H 0.538 14.834 14.466 -0.06 -0.31 -0.91 0.38
H 2.103 15.637 14.244 -0.21 0.42 0.96 0.39
O -2.221 17.378 10.516 -4.20 -3.27 -1.37 -0.96
C -1.448 18.234 10.725 1.31 2.28 1.33 0.84
N -0.149 17.843 10.746 0.31 1.90 -0.05 0.23
C -1.995 19.619 11.089 2.02 0.68 0.11 -1.25
H -0.023 16.941 10.308 0.52 0.05 0.65 -0.02
H 0.454 18.294 11.419 0.49 -0.34 -0.60 0.09
H -1.186 20.348 11.042 0.18 0.13 0.10 0.31
H -2.333 19.622 12.125 -0.26 -0.20 -0.08 0.20
H -2.749 20.049 10.429 -0.18 -0.80 -0.09 0.38
O -2.281 16.415 5.880 0.04 -0.87 -0.29 -0.66
C -2.582 16.715 7.020 0.02 2.00 -0.85 0.67
N -2.292 15.991 8.116 -0.06 -0.12 -0.06 -0.28
C -3.268 18.095 7.192 0.16 -0.63 -0.39 -0.74
H -1.819 15.110 7.975 0.18 0.18 0.00 0.25
H -2.135 16.515 8.965 -0.39 -0.44 0.32 0.21
H -3.784 18.229 8.142 0.08 0.20 -0.13 0.32
H -3.912 18.227 6.322 -0.66 -0.52 0.29 0.40
H -2.600 18.913 6.921 0.62 -0.06 0.81 -0.13